Record 1
{
  "formula": "C28H23N7O7Ta",
  "method": "ωB97M-V/def2-TZVPD",
  "species": ["Ta", "C", "O", "C", "C", "C", "C", "C", "C", "N", "N", "C", "O", "C", "C", "C", "C", "C", "C", "C", "O", "H", "H", "H", "H", "H", "H", "H", "H", "H", "H", "H", "H", "O", "C", "O", "C", "O", "O", "C", "C", "N", "C", "C", "N", "C", "N", "N", "N", "C", "C", "C", "C", "C", "C", "H", "H", "H", "H", "H", "H", "H", "H", "H", "H", "H"],
  "positions_angstrom": [[1.04, -0.78, 1.26], [0.72, 1.64, 4.70], [0.50, 0.66, 5.70], [0.40, -0.65, 5.39], [0.41, -1.50, 6.50], [0.29, -2.87, 6.39], [0.17, -3.45, 5.15], [0.19, -2.64, 4.01], [-0.03, -3.28, 2.74], [0.17, -2.71, 1.60], [-0.31, -3.37, 0.47], [-0.50, -2.48, -0.46], [-0.22, -1.20, -0.22], [-1.00, -2.83, -1.80], [-1.15, -4.17, -2.15], [-1.60, -4.49, -3.42], [-1.90, -3.49, -4.33], [-1.76, -2.15, -3.98], [-1.30, -1.82, -2.71], [0.29, -1.23, 4.12], [0.23, -0.50, 2.97], [0.91, 2.56, 5.25], [1.59, 1.40, 4.09], [-0.18, 1.77, 4.09], [0.50, -1.02, 7.46], [0.30, -3.48, 7.28], [0.07, -4.52, 5.04], [-0.43, -4.29, 2.72], [-0.91, -4.94, -1.44], [-1.72, -5.53, -3.70], [-2.25, -3.74, -5.32], [-2.00, -1.37, -4.68], [-1.20, -0.79, -2.42], [4.57, -1.70, -0.44], [3.71, -1.49, 0.34], [2.39, -1.55, 0.06], [3.91, -1.00, 1.80], [4.95, -0.85, 2.34], [2.70, -0.70, 2.34], [1.51, 0.74, -1.99], [1.22, 1.61, -0.82], [0.98, 1.22, 0.45], [0.70, 2.36, 1.19], [0.77, 3.43, 0.37], [1.09, 2.94, -0.89], [1.20, 3.76, -2.10], [0.24, 3.39, -3.08], [0.65, 2.80, -4.24], [-0.36, 2.46, -4.92], [-1.51, 2.81, -4.23], [-2.85, 2.65, -4.56], [-3.78, 3.09, -3.65], [-3.39, 3.69, -2.43], [-2.06, 3.86, -2.09], [-1.13, 3.40, -3.03], [1.82, -0.25, -1.68], [2.28, 1.19, -2.62], [0.61, 0.65, -2.60], [0.48, 2.32, 2.23], [0.62, 4.48, 0.55], [2.19, 3.63, -2.55], [1.08, 4.79, -1.78], [-3.14, 2.20, -5.50], [-4.83, 2.99, -3.86], [-4.15, 4.02, -1.75], [-1.78, 4.32, -1.16]],
  "mulliken_charge": [1.873, -0.676, -0.436, 0.208, -0.585, -0.750, -0.939, 0.421, 0.272, 0.699, -1.115, 0.819, -0.719, 0.320, -0.425, -0.634, -0.461, -0.740, -0.250, 1.090, -0.884, 0.299, 0.274, 0.317, 0.476, 0.409, 0.448, 0.480, 0.467, 0.406, 0.408, 0.459, 0.510, -0.494, 0.523, -0.790, 0.452, -0.494, -0.765, -1.249, 1.332, -0.163, -0.328, -0.537, 0.195, -1.154, 0.748, -0.553, -0.514, 0.299, -0.800, -0.522, -0.598, -0.810, 1.288, 0.245, 0.584, -0.065, 0.153, 0.479, 0.349, 0.412, 0.500, 0.415, 0.408, 0.413],
  "total_charge": 1,
  "lumo_ev": -4.0303,
  "homo_lumo_gap_ev": 7.431,
  "total_energy_ha": -2047.7552,
  "e_above_lowest_ev": 0.000
}

---

Record 2
{
  "formula": "C28H23N7O8SSbSeTc",
  "method": "ωB97M-V/def2-TZVPD",
  "species": ["Tc", "S", "C", "C", "C", "C", "C", "C", "N", "C", "C", "C", "C", "C", "C", "C", "H", "H", "H", "H", "H", "H", "H", "H", "O", "N", "O", "O", "C", "O", "C", "C", "C", "C", "C", "C", "N", "O", "O", "N", "O", "O", "H", "H", "H", "C", "Sb", "C", "C", "H", "H", "H", "H", "H", "H", "H", "H", "H", "Se", "N", "C", "C", "C", "C", "N", "C", "N", "H", "H", "H"],
  "positions_angstrom": [[-0.17, -0.81, 0.02], [-0.55, 2.91, 2.49], [-0.92, 3.48, 0.90], [-1.12, 4.90, 0.71], [-1.40, 5.57, -0.42], [-1.57, 5.08, -1.81], [-1.46, 2.50, -1.38], [-1.01, 2.39, 0.02], [-0.70, 1.19, 0.61], [-0.48, 1.30, 1.93], [-0.41, 0.12, 2.74], [-0.28, 0.12, 4.14], [-0.36, -1.08, 4.82], [-0.58, -2.27, 4.11], [-0.66, -2.28, 2.73], [-0.56, -1.09, 2.02], [-1.05, 5.48, 1.62], [-1.55, 6.64, -0.30], [-2.64, 5.08, -2.04], [-1.16, 1.60, -1.91], [-0.12, 1.05, 4.67], [-0.26, -1.10, 5.89], [-0.66, -3.21, 4.65], [-0.79, -3.22, 2.20], [1.38, -2.71, -1.71], [0.62, -3.49, -1.22], [-0.15, -2.91, -0.31], [2.81, 0.28, 2.23], [2.59, -0.67, 1.53], [1.68, -0.66, 0.56], [3.34, -1.96, 1.70], [2.69, -3.17, 1.56], [3.40, -4.34, 1.78], [4.74, -4.34, 2.10], [5.35, -3.11, 2.24], [4.67, -1.92, 2.07], [6.78, -3.07, 2.61], [7.35, -4.13, 2.79], [7.30, -1.97, 2.70], [2.68, -5.63, 1.66], [1.46, -5.60, 1.72], [3.36, -6.63, 1.50], [1.65, -3.23, 1.29], [5.28, -5.26, 2.24], [5.19, -0.98, 2.22], [-0.96, 3.72, -2.15], [-3.68, 2.12, -1.34], [-4.52, 3.95, -0.57], [-3.89, 2.58, -3.43], [-1.13, 5.82, -2.48], [-1.10, 3.54, -3.21], [0.13, 3.79, -2.00], [-4.79, 4.62, -1.38], [-3.83, 4.43, 0.12], [-5.42, 3.67, -0.02], [-3.54, 3.59, -3.64], [-4.95, 2.49, -3.70], [-3.32, 1.86, -4.02], [-3.34, -2.16, -1.39], [-3.10, -2.33, -3.10], [-1.98, -1.71, -3.43], [-1.34, -1.66, -4.71], [-0.14, -1.01, -4.77], [0.45, -0.43, -3.60], [-0.11, -0.44, -2.42], [-1.30, -1.07, -2.35], [-1.88, -1.17, -1.16], [-1.78, -2.14, -5.57], [0.39, -0.95, -5.71], [1.42, 0.05, -3.67]],
  "mulliken_charge": [-0.585, -0.408, 1.397, -0.536, -0.895, -0.570, 1.094, -1.098, 0.278, 0.776, 0.950, -0.795, -0.803, -0.670, -0.077, 0.381, 0.320, 0.370, 0.133, -0.937, 0.471, 0.442, 0.467, 0.513, -0.324, 0.193, -0.258, -0.569, -0.062, -0.444, 0.297, 0.394, -0.064, -0.600, -0.221, -0.669, 1.013, -0.595, -0.593, 0.987, -0.569, -0.577, 0.295, 0.632, 0.607, -1.113, 0.683, -1.217, -1.274, 0.493, 0.458, 0.493, 0.383, 0.322, 0.387, 0.343, 0.427, 0.308, 0.378, -0.756, 0.235, -0.445, -0.788, -0.525, -0.353, 1.875, 0.036, 0.538, 0.465, 0.556],
  "total_charge": 1,
  "lumo_ev": [-5.2279, -5.3660],
  "homo_lumo_gap_ev": [5.444, 5.329],
  "s2": 3.788,
  "total_energy_ha": -5186.1492,
  "spin_multiplicity": 4,
  "e_above_lowest_ev": 2.753
}

---

Record 3
{
  "formula": "C28H23N7Ti",
  "method": "ωB97M-V/def2-TZVPD",
  "species": ["Ti", "C", "N", "C", "C", "N", "C", "C", "C", "C", "C", "C", "N", "C", "N", "C", "C", "C", "C", "C", "C", "N", "H", "H", "H", "H", "H", "H", "H", "H", "H", "H", "H", "H", "H", "H", "H", "C", "C", "N", "C", "C", "C", "C", "C", "C", "C", "C", "C", "N", "C", "H", "H", "H", "H", "H", "H", "H", "H"],
  "positions_angstrom": [[0.21, 0.33, -0.71], [1.99, 0.02, -3.32], [1.38, 1.12, -2.54], [2.28, 2.23, -2.18], [1.66, 2.97, -1.03], [0.78, 2.40, -0.22], [0.47, 3.36, 0.74], [-0.40, 3.29, 1.83], [-0.50, 4.41, 2.63], [0.24, 5.57, 2.35], [1.10, 5.65, 1.28], [1.20, 4.52, 0.48], [1.94, 4.23, -0.66], [1.13, -1.20, -3.15], [0.31, -1.34, -2.13], [-0.27, -2.60, -2.28], [-1.20, -3.26, -1.48], [-1.60, -4.52, -1.89], [-1.09, -5.11, -3.06], [-0.16, -4.46, -3.86], [0.23, -3.20, -3.44], [1.12, -2.27, -3.97], [2.98, -0.18, -2.91], [2.12, 0.28, -4.37], [0.61, 1.50, -3.09], [2.48, 2.90, -3.02], [3.23, 1.81, -1.86], [-0.96, 2.39, 2.04], [-1.16, 4.40, 3.48], [0.13, 6.43, 3.01], [1.67, 6.55, 1.07], [2.58, 4.86, -1.13], [-1.59, -2.80, -0.58], [-2.32, -5.07, -1.30], [-1.43, -6.09, -3.34], [0.23, -4.92, -4.75], [1.66, -2.37, -4.82], [2.45, -1.65, 2.59], [2.13, -1.00, 1.40], [0.89, -0.67, 1.07], [-0.12, -0.98, 1.94], [0.12, -1.63, 3.16], [1.45, -1.96, 3.47], [-0.98, -1.92, 4.03], [-2.24, -1.58, 3.69], [-2.51, -0.92, 2.44], [-3.81, -0.55, 2.05], [-4.00, 0.09, 0.85], [-2.89, 0.35, 0.04], [-1.65, 0.02, 0.38], [-1.46, -0.62, 1.58], [3.48, -1.89, 2.80], [2.91, -0.74, 0.69], [1.67, -2.47, 4.40], [-0.78, -2.43, 4.96], [-3.07, -1.81, 4.34], [-4.65, -0.77, 2.70], [-4.98, 0.39, 0.51], [-3.01, 0.85, -0.91]],
  "mulliken_charge": [0.439, -0.796, -0.390, -0.789, 0.044, 0.300, 0.355, -0.165, -0.880, -0.466, -1.154, 0.342, -0.061, 0.058, 0.299, 0.343, -0.158, -0.874, -0.466, -1.153, 0.343, -0.064, 0.290, 0.484, 0.333, 0.485, 0.299, 0.441, 0.447, 0.409, 0.417, 0.234, 0.442, 0.445, 0.410, 0.417, 0.233, -1.118, 0.041, 0.387, 0.201, 0.766, -0.632, -0.867, -0.871, 0.903, -0.774, -0.815, -0.632, 0.873, -0.087, 0.426, 0.465, 0.474, 0.459, 0.464, 0.477, 0.444, 0.525],
  "total_charge": 2,
  "lumo_ev": [-5.5424, -5.8027],
  "homo_lumo_gap_ev": [6.629, 8.191],
  "s2": 2.009,
  "total_energy_ha": -2313.2504,
  "spin_multiplicity": 3,
  "e_above_lowest_ev": 0.022
}

---

Record 4
{
  "formula": "C28H24AuCl5O2Sb",
  "method": "ωB97M-V/def2-TZVPD",
  "species": ["Au", "Cl", "C", "C", "Cl", "C", "Cl", "C", "O", "C", "Cl", "C", "Cl", "C", "C", "C", "C", "C", "C", "Sb", "C", "C", "C", "C", "C", "C", "C", "C", "C", "C", "C", "C", "H", "H", "H", "H", "H", "H", "H", "H", "H", "H", "H", "H", "H", "H", "H", "C", "C", "C", "C", "O", "H", "H", "H", "H", "H", "H", "H", "H", "H"],
  "positions_angstrom": [[0.68, -1.01, 0.49], [3.20, -6.28, -3.91], [2.85, -5.04, -2.84], [1.54, -4.94, -2.32], [0.53, -6.33, -2.51], [1.12, -3.78, -1.64], [-0.36, -3.86, -0.73], [1.85, -2.57, -1.77], [1.41, -1.40, -1.38], [3.14, -2.67, -2.42], [4.09, -1.26, -2.75], [3.70, -3.92, -2.72], [5.35, -3.96, -3.13], [0.72, 1.84, -5.07], [-0.55, 2.21, -4.68], [-0.91, 2.16, -3.32], [-0.01, 1.58, -2.38], [1.29, 1.26, -2.80], [1.61, 1.37, -4.17], [-0.60, 1.08, -0.43], [-2.82, 0.30, -0.39], [-3.68, -0.18, -1.39], [-5.01, -0.53, -1.10], [-5.41, -0.52, 0.23], [-4.57, -0.17, 1.24], [-3.25, 0.23, 0.91], [-0.56, 2.77, 0.92], [-0.92, 4.07, 0.44], [-0.63, 5.18, 1.17], [0.17, 5.00, 2.40], [0.37, 3.75, 2.97], [-0.04, 2.62, 2.18], [0.92, 1.78, -6.13], [-1.33, 2.55, -5.33], [-1.88, 2.53, -3.06], [2.04, 0.86, -2.10], [2.61, 1.07, -4.44], [-3.28, -0.33, -2.40], [-5.82, -0.67, -1.84], [-6.43, -0.80, 0.41], [-4.90, -0.25, 2.28], [-2.55, 0.52, 1.72], [-1.41, 4.18, -0.52], [-1.03, 6.11, 0.88], [0.54, 5.86, 2.93], [0.71, 3.72, 4.01], [0.16, 1.62, 2.62], [0.52, -0.38, 4.66], [1.11, -1.02, 3.38], [2.51, -0.57, 3.19], [0.90, -2.56, 3.44], [0.12, -0.58, 2.39], [0.80, -0.89, 5.64], [-0.55, -0.39, 4.64], [0.90, 0.63, 4.72], [3.05, -0.71, 4.14], [2.47, 0.52, 2.94], [3.10, -1.03, 2.35], [1.37, -3.06, 4.30], [1.29, -3.01, 2.49], [-0.25, -2.67, 3.57]],
  "mulliken_charge": [0.367, -0.089, 0.278, 0.056, -0.132, 0.367, -0.090, -0.182, -0.489, 0.390, -0.104, 0.206, -0.131, -0.515, -0.574, -0.501, 0.397, -0.374, -0.537, 1.130, 0.333, -0.143, -0.658, -0.237, -0.850, -0.168, 0.316, -0.616, -0.623, -0.449, -0.735, -0.158, 0.391, 0.398, 0.399, 0.398, 0.348, 0.391, 0.333, 0.390, 0.386, 0.171, 0.388, 0.452, 0.375, 0.406, 0.400, -1.564, 1.419, -1.437, -1.213, -0.265, 0.387, 0.370, 0.367, 0.409, 0.297, 0.248, 0.424, 0.193, 0.254],
  "total_charge": 1,
  "lumo_ev": [-3.3532, -6.6518],
  "homo_lumo_gap_ev": [7.095, 4.963],
  "s2": 2.044,
  "total_energy_ha": -3908.3171,
  "spin_multiplicity": 3
}

---

Number 1: molecular weight 750.48 g/mol. Number 2: molecular weight 916.32 g/mol. Number 3: molecular weight 505.41 g/mol. Number 4: molecular weight 888.49 g/mol.